DFT (wB97M-V/def2-TZVPD) results for a structure of composition C33H25HfN3O3S.

Last column: Mulliken charge in e.
Positions of all 66 atoms, in Å:
Hf -1.748 0.026 -0.920  0.9913
O -1.441 1.917 -1.543  -1.0835
C -0.303 2.601 -1.668  0.5512
C -0.316 3.983 -1.488  -0.6422
C 0.844 4.721 -1.619  -0.4047
C 2.057 4.111 -1.950  -0.7948
C 2.074 2.749 -2.143  -0.9157
C 0.916 1.972 -1.998  0.7223
C 1.057 0.545 -2.250  0.1276
N 0.165 -0.350 -2.052  0.2782
C 0.386 -1.745 -2.430  -0.8020
C 0.010 -2.679 -1.272  -0.9549
N -1.114 -2.116 -0.503  0.4283
C -1.317 -2.558 0.688  -0.1878
C -2.317 -2.107 1.639  1.0036
C -2.279 -2.707 2.906  -0.9387
C -3.156 -2.341 3.899  -0.8017
C -4.104 -1.353 3.621  -0.3478
C -4.170 -0.751 2.380  -0.6744
C -3.278 -1.110 1.373  0.4820
O -3.339 -0.505 0.186  -0.8749
H -1.259 4.449 -1.236  0.4527
H 0.806 5.792 -1.466  0.3895
H 2.960 4.695 -2.057  0.4165
H 2.998 2.248 -2.409  0.3634
H 2.021 0.232 -2.659  0.2974
H 1.421 -1.919 -2.731  0.4929
H -0.262 -1.949 -3.284  0.3579
H 0.860 -2.834 -0.604  0.4750
H -0.276 -3.647 -1.686  0.3373
H -0.669 -3.354 1.063  0.3222
H -1.529 -3.468 3.093  0.3540
H -3.111 -2.806 4.874  0.4167
H -4.802 -1.048 4.391  0.3961
H -4.902 0.013 2.158  0.4465
N -5.100 -1.961 -7.598  -0.5143
C -4.621 -1.656 -6.599  -0.1094
C -4.014 -1.281 -5.337  0.6263
C -3.575 0.022 -5.132  -0.9219
C -2.982 0.361 -3.923  -0.1272
C -2.811 -0.561 -2.876  0.1411
C -3.283 -1.858 -3.131  -0.0042
C -3.870 -2.231 -4.330  -0.9866
H -3.696 0.756 -5.919  0.4399
H -2.640 1.384 -3.800  0.4200
H -3.202 -2.619 -2.358  0.3390
H -4.221 -3.242 -4.492  0.4333
C 5.884 2.316 3.731  -0.9119
C 6.439 1.213 4.593  0.6414
O 7.496 1.293 5.159  -0.5327
S 5.464 -0.264 4.930  -0.1239
C 4.014 -0.059 3.937  -0.4917
C 3.965 -0.568 2.641  -0.3321
C 2.826 -0.413 1.870  -0.4146
C 1.704 0.247 2.380  0.2782
C 1.753 0.737 3.686  -0.6607
C 2.894 0.583 4.456  -0.1813
C 0.517 0.414 1.586  0.4380
C -0.508 0.546 0.935  -0.8100
H 6.721 2.908 3.369  0.3257
H 5.248 2.949 4.355  0.2556
H 5.279 1.949 2.906  0.3049
H 4.830 -1.083 2.243  0.4170
H 2.794 -0.800 0.859  0.4190
H 0.886 1.242 4.090  0.4935
H 2.923 0.968 5.467  0.4703

Force components x, y, z for each atom (eV/Å):
Hf -0.65 0.45 -0.28
O 0.48 0.24 -0.11
C -0.48 -0.31 0.02
C 0.07 0.16 -0.01
C -0.01 0.03 0.01
C -0.11 -0.03 0.02
C 0.08 0.02 -0.01
C 0.21 -0.35 -0.09
C -0.04 0.22 -0.04
N 0.15 -0.21 0.11
C -0.01 0.12 0.11
C -0.10 0.05 0.08
N 0.29 0.14 0.04
C -0.26 -0.03 0.03
C 0.32 -0.23 -0.12
C 0.00 -0.04 0.07
C -0.01 0.04 -0.06
C -0.02 0.00 0.01
C -0.15 -0.04 0.14
C -0.01 0.12 -0.51
O -0.05 -0.19 0.71
H 0.02 0.01 0.00
H 0.01 -0.01 0.00
H -0.01 0.01 0.00
H 0.00 0.03 0.00
H 0.02 0.04 -0.05
H 0.02 0.01 -0.02
H -0.03 0.02 -0.01
H 0.04 0.05 0.00
H -0.01 -0.03 0.02
H -0.03 -0.06 -0.02
H -0.02 0.01 0.02
H -0.01 0.01 0.01
H 0.01 -0.01 0.00
H 0.00 0.00 0.03
N 0.00 0.00 -0.01
C 0.14 0.09 0.30
C -0.17 -0.11 -0.34
C 0.04 0.05 0.04
C 0.01 -0.04 -0.06
C -0.08 -0.07 -0.41
C -0.04 -0.08 0.10
C 0.02 0.01 0.03
H 0.00 0.00 0.01
H 0.01 0.00 0.02
H 0.00 0.01 0.00
H 0.00 0.00 0.00
C -0.05 -0.11 -0.04
C -0.05 0.07 0.32
O 0.06 -0.05 -0.11
S 0.14 0.08 -0.09
C -0.20 0.00 -0.12
C 0.03 -0.02 0.01
C -0.03 0.02 0.00
C -0.15 0.07 -0.09
C 0.06 0.03 0.13
C -0.05 0.03 -0.03
C 0.12 0.01 0.14
C 0.45 -0.19 0.14
H 0.00 0.02 0.00
H 0.00 -0.03 -0.01
H 0.02 0.00 -0.02
H -0.01 0.01 -0.01
H 0.02 0.00 0.01
H 0.00 0.00 0.00
H -0.01 -0.01 0.00

Output
LUMO: -0.97 eV
Relative energy (zero: lowest compared OMol25 entry of this formula, charge and spin): 0.0 kJ/mol
Total charge: 0
HOMO level: -8.6 eV
Calculated total energy: -2108.78796 a.u.
Gap between HOMO and LUMO: 7.667 eV
F_max: 0.8 eV/Å

DFT (wB97M-V/def2-TZVPD) results for a structure of composition C31H23N6O7RbTe.

Last column: Mulliken charge in e.
Positions of all 69 atoms, in Å:
Rb -0.905 -2.868 0.640  1.1286
O 0.062 3.080 -2.150  -0.7726
C -1.191 2.693 -2.460  0.4652
C -2.160 3.669 -2.690  -0.7629
C -3.447 3.302 -3.040  -0.3257
C -3.785 1.958 -3.168  -0.5803
C -2.819 0.988 -2.933  -0.9778
C -1.518 1.335 -2.577  0.6916
C -0.504 0.259 -2.289  0.5955
O 0.545 0.626 -1.593  -0.8351
N -0.858 -0.903 -2.715  -0.0092
N -0.038 -1.963 -2.347  -0.5717
C -0.649 -3.094 -2.285  -1.2510
C -2.070 -3.439 -2.503  1.1008
C -2.800 -2.920 -3.575  -0.1606
C -4.105 -3.298 -3.832  -0.7251
C -4.710 -4.226 -2.973  -0.3044
C -4.024 -4.755 -1.907  -0.6251
C -2.668 -4.401 -1.613  0.0864
O -2.061 -4.901 -0.608  -1.0172
H 0.528 2.218 -1.942  0.3483
H -1.879 4.710 -2.586  0.4004
H -4.194 4.070 -3.210  0.3602
H -4.791 1.668 -3.446  0.3921
H -3.047 -0.067 -3.017  0.4447
H -0.016 -3.902 -1.922  0.6380
H -2.314 -2.198 -4.219  0.4602
H -4.641 -2.884 -4.678  0.3657
H -5.737 -4.532 -3.152  0.3270
H -4.490 -5.475 -1.243  0.3638
O -3.240 1.528 0.433  -0.5471
C -2.321 0.644 0.854  0.2490
O -2.092 -0.373 0.241  -0.3525
C -1.602 1.063 2.105  0.3340
C -2.101 2.072 2.872  -0.6111
C -1.401 2.391 4.098  -0.3052
C -0.246 1.771 4.389  -1.3818
C 0.301 0.791 3.453  0.5099
N -0.491 0.337 2.372  -0.2807
C 1.558 0.323 3.491  0.4545
O 2.459 0.598 4.487  -0.6547
O 2.036 -0.494 2.511  -0.6043
H -3.510 1.245 -0.458  0.3439
H -3.013 2.571 2.586  0.5132
H -1.813 3.132 4.774  0.3980
H 0.317 1.992 5.286  0.4136
H 3.252 0.966 4.070  0.3462
N 5.505 -5.842 1.893  -0.6463
C 4.850 -5.177 1.198  0.5433
N 4.215 -4.434 0.326  -0.7264
C 3.075 -3.877 0.603  0.3614
N 2.087 -3.290 0.809  -0.5159
C 3.372 -0.051 0.100  -1.5234
Te 1.303 -0.162 0.688  0.8735
C 1.659 1.948 0.829  -1.4653
C 3.055 2.041 1.369  0.7083
C 3.463 3.003 2.282  -0.6146
C 4.754 2.976 2.799  -0.5981
C 5.636 1.976 2.402  -0.5096
C 5.223 1.003 1.501  -0.7527
C 3.937 1.026 0.978  1.1045
H 3.357 0.213 -0.960  0.4159
H 3.851 -1.019 0.235  0.4672
H 0.917 2.444 1.448  0.5223
H 1.587 2.298 -0.196  0.7924
H 2.756 3.756 2.610  0.3465
H 5.064 3.724 3.518  0.3437
H 6.637 1.940 2.815  0.3668
H 5.894 0.198 1.225  0.4312

Force components x, y, z for each atom (eV/Å):
Rb 0.16 -0.07 0.47
O 0.10 -0.04 0.00
C -0.03 -0.01 -0.08
C -0.03 0.00 0.00
C 0.02 0.01 0.02
C 0.02 -0.03 0.05
C -0.09 0.09 0.00
C 0.05 -0.05 -0.09
C -0.02 0.11 0.29
O 0.03 0.03 -0.12
N 0.05 -0.18 -0.05
N -0.02 0.03 0.05
C -0.04 0.06 -0.02
C 0.12 0.02 -0.08
C 0.02 0.03 0.02
C -0.03 -0.07 0.05
C 0.00 0.07 -0.06
C -0.01 -0.02 -0.03
C -0.12 -0.07 -0.18
O 0.08 -0.04 -0.02
H -0.04 0.05 0.10
H 0.01 0.00 0.00
H 0.00 0.01 0.00
H 0.01 0.00 0.01
H -0.01 0.01 0.02
H -0.01 -0.12 -0.10
H 0.02 -0.01 0.01
H -0.02 0.00 0.00
H 0.00 0.00 0.00
H 0.00 0.00 0.00
O -0.01 0.01 -0.08
C 0.14 0.19 0.15
O -0.03 0.05 0.05
C 0.07 -0.23 -0.21
C -0.04 0.11 0.17
C -0.15 0.02 -0.14
C 0.16 -0.17 -0.12
C -0.05 0.10 0.15
N 0.00 0.07 -0.05
C 0.03 -0.01 -0.03
O 0.00 0.01 0.09
O -0.04 0.08 -0.06
H -0.01 -0.02 0.00
H 0.01 0.02 0.02
H 0.00 0.00 0.00
H -0.01 0.00 0.01
H -0.01 -0.02 -0.03
N -0.03 -0.02 -0.01
C 0.10 -0.06 0.14
N -0.09 0.00 -0.32
C 0.14 0.22 0.38
N -0.23 -0.02 -0.20
C 0.06 0.03 0.07
Te -0.18 -0.07 -0.22
C 0.10 0.03 0.17
C -0.13 0.01 -0.06
C -0.01 0.05 0.01
C 0.05 -0.07 -0.05
C -0.06 0.08 0.03
C 0.04 -0.03 -0.01
C -0.01 -0.10 -0.05
H -0.02 -0.01 -0.01
H 0.00 0.00 -0.02
H -0.02 -0.02 -0.02
H -0.01 0.01 -0.02
H 0.01 0.00 0.01
H 0.00 0.00 0.00
H 0.01 0.00 0.00
H 0.00 0.00 0.00

Output
LUMO: 3.89 eV
Relative energy (zero: lowest compared OMol25 entry of this formula, charge and spin): 236.3 kJ/mol
Total charge: -2
HOMO level: -1.5 eV
Calculated total energy: -2342.51665 a.u.
Gap between HOMO and LUMO: 5.408 eV
F_max: 0.5 eV/Å

DFT (wB97M-V/def2-TZVPD) results for the ion C5H15NOP with charge +1 at a distorted geometry.

Last column: Mulliken charge in e.
Positions of all 23 atoms, in Å:
C -1.453 0.791 0.040  -1.0147
N -0.266 0.094 -0.574  0.1301
C 0.644 1.016 -1.151  -1.0568
C -0.829 -0.726 -1.699  -1.0964
C 0.349 -0.723 0.465  -1.0736
C 1.207 0.130 1.410  -0.0545
O 2.581 -0.002 0.987  -0.5219
P 0.451 -0.249 3.223  -0.0292
H -2.048 0.084 0.471  0.4603
H -1.093 1.409 0.834  0.4342
H -1.977 1.395 -0.654  0.4071
H 1.651 0.709 -1.060  0.4189
H 0.411 1.394 -2.121  0.3545
H 0.570 1.880 -0.644  0.5436
H -0.031 -1.219 -2.265  0.4481
H -1.692 -1.340 -1.464  0.3675
H -1.122 -0.099 -2.454  0.4953
H -0.457 -1.309 0.960  0.6447
H 1.119 -1.431 0.142  0.2888
H 1.040 1.282 1.365  0.3180
H 3.092 0.645 1.545  0.3698
H 1.561 0.166 3.985  0.0809
H 0.770 -1.620 3.326  0.0855

Force components x, y, z for each atom (eV/Å):
C 2.01 1.18 -0.15
N -2.87 -1.43 -1.34
C 1.29 0.42 -1.41
C 1.07 -1.52 0.11
C 1.01 -0.60 1.66
C -0.51 1.94 1.50
O -0.28 0.48 1.58
P 1.01 0.26 -1.16
H -1.78 -1.97 0.87
H 0.31 0.50 0.45
H -0.33 0.38 -0.95
H 0.95 -0.66 -0.26
H -0.42 -0.72 -1.09
H 0.04 3.04 2.30
H 0.08 -0.67 0.92
H 0.38 -0.30 0.57
H -1.24 2.18 -1.42
H 0.56 0.54 -0.28
H -0.50 -0.02 -0.92
H -0.43 -1.95 -0.05
H -0.47 -1.06 -0.84
H 0.04 0.06 0.04
H 0.09 -0.06 -0.14

Output
LUMO: -2.66 eV
Relative energy (zero: lowest compared OMol25 entry of this formula, charge and spin): 234.4 kJ/mol
Total charge: +1
HOMO level: -13.3 eV
SMILES: C[N+](C)(C)C[C@H](O)P
Calculated total energy: -670.51845 a.u.
Gap between HOMO and LUMO: 10.598 eV
F_max: 3.8 eV/Å